ORCA calculation (wB97M-V/def2-TZVPD) on one molecule with the formula C7H12 in a non-equilibrium geometry.

Each line ends with the Mulliken charge.
Positions of all 19 atoms, in Å:
C1 -1.400 0.725 -1.650  -1.183
C2 -1.082 0.488 -0.146  -0.563
C3 0.097 -0.443 -0.013  0.368
C4 1.357 0.030 -0.008  -0.113
C5 1.666 1.491 0.113  -1.321
C6 0.045 -2.226 1.725  -0.688
C7 -0.272 -1.792 0.498  -0.606
H1 -1.609 1.789 -1.794  0.303
H2 -2.295 0.178 -1.960  0.370
H3 -0.609 0.495 -2.360  0.342
H4 -1.959 0.040 0.293  0.408
H5 -0.820 1.402 0.355  0.340
H6 2.182 -0.672 0.052  0.469
H7 1.115 2.200 -0.515  0.318
H8 2.724 1.733 0.041  0.328
H9 1.294 1.855 1.088  0.343
H10 0.925 -1.809 2.202  0.280
H11 -0.474 -3.044 2.209  0.272
H12 -0.886 -2.439 -0.132  0.331

Properties
E_tot	-273.84618	Ha
multiplicity	1
HOMO	-8.6	eV
orbital gap	9.756	eV
structure (SMILES)	C=C/C(=C/C)CC